Record 1
A cluster of 2 separate species, C30H32N3O2 in total in a non-equilibrium geometry. Source: the OMol25 dataset; level of theory: the ωB97M-V functional and the def2-TZVPD basis.

The value obtained for the highest occupied orbital energy is -0.3284 Eh. The HOMO-LUMO gap comes out at 4.7 eV. The total charge is +1.

Each line ends with the Mulliken charge.
Positions of all 67 atoms, in Å:
C  4.06813  1.37691  -3.28451  -0.986
C  3.03714  2.15611  -2.49696  -0.271
O  1.95828  1.22593  -2.18855  -0.108
C  1.04423  1.65810  -1.24672  -0.013
C  -0.10063  0.79196  -1.29715  -0.466
N  -0.90278  1.09295  -2.39070  0.785
C  -1.17755  2.41888  -2.72049  -0.173
C  -2.34650  2.71037  -3.39116  -0.629
C  -3.18280  1.67839  -3.83633  -0.404
C  -2.70535  0.36293  -3.76693  -0.530
C  -1.54816  0.09146  -3.07994  -0.253
O  1.19489  2.69273  -0.58236  -0.675
H  4.72097  2.10479  -3.78379  0.409
H  4.67905  0.75502  -2.60150  0.142
H  3.59071  0.74319  -4.05348  0.262
H  3.43171  2.54451  -1.53980  0.234
H  2.61461  2.99388  -3.08604  0.340
H  -0.01358  -0.25819  -1.06593  0.320
H  -0.54071  3.17645  -2.26469  0.443
H  -2.59221  3.76354  -3.52534  0.376
H  -4.16822  1.88080  -4.27114  0.395
H  -3.23251  -0.48875  -4.21473  0.408
H  -1.15582  -0.91069  -2.90784  0.413
C  1.44486  1.86945  3.84685  -1.620
C  1.74305  0.95873  2.71893  -0.156
N  2.93044  0.96911  2.06876  0.352
C  4.02795  1.86869  2.35640  -1.100
C  2.99524  -0.06663  1.12688  -0.535
C  1.76640  -0.76740  1.17119  1.023
C  1.62502  -1.90571  0.38559  0.171
C  2.60987  -2.17399  -0.57807  -0.815
C  3.77142  -1.39196  -0.68462  -0.604
C  4.01825  -0.35408  0.23131  -0.812
C  0.91375  -0.04338  2.12650  2.062
C  -0.45045  -0.14541  2.37664  -1.234
C  -1.38872  -1.05689  1.82357  0.595
C  -1.76271  -2.34425  2.28990  0.460
C  -1.23653  -3.11275  3.43601  -1.773
N  -2.84476  -2.76412  1.57336  0.205
C  -3.63460  -3.94444  1.86851  -1.081
C  -3.24031  -1.78341  0.65891  -0.322
C  -2.34450  -0.69997  0.79798  0.918
C  -2.59662  0.50264  0.15027  0.094
C  -3.74200  0.58733  -0.63685  -0.903
C  -4.58984  -0.51297  -0.82292  -0.863
C  -4.38517  -1.70847  -0.12496  -0.960
H  0.37443  1.83516  4.07409  0.385
H  1.97867  1.52785  4.75508  0.341
H  1.71943  2.91498  3.62105  0.419
H  4.59576  2.05862  1.44704  0.352
H  3.63062  2.80960  2.72103  0.384
H  4.69828  1.46718  3.12091  0.339
H  0.74437  -2.52930  0.51035  0.527
H  2.50418  -3.04039  -1.22682  0.438
H  4.48114  -1.59453  -1.48836  0.457
H  4.93683  0.24183  0.23259  0.383
H  -0.84892  0.52436  3.16864  0.020
H  -0.31299  -2.63114  3.77414  0.391
H  -1.94117  -3.12198  4.28668  0.355
H  -1.00190  -4.15597  3.17756  0.407
H  -4.24949  -4.17623  0.99276  0.371
H  -2.97931  -4.78656  2.10751  0.360
H  -4.30168  -3.78873  2.72935  0.320
H  -1.89229  1.33146  0.25474  0.294
H  -3.96021  1.54098  -1.10958  0.581
H  -5.41560  -0.41332  -1.51935  0.477
H  -5.06308  -2.55521  -0.19349  0.278

Record 2
A structure of composition C45H49N4O in a non-equilibrium geometry. Source: the OMol25 dataset; level of theory: the ωB97M-V functional and the def2-TZVPD basis.

The value obtained for the highest occupied orbital energy is -0.3486 Eh. The HOMO-LUMO gap comes out at 6.6 eV. The energy above the lowest of the compared OMol25 structures with the same formula, charge and spin is 0.00 kcal/mol. The total charge is +1.

Each line ends with the Mulliken charge.
Positions of all 99 atoms, in Å:
C  0.03324  0.77980  -2.88915  -1.146
N  -1.28096  0.16643  -2.72358  0.880
C  -1.86287  -0.41491  -3.93340  -0.914
C  -2.02786  0.59847  -1.68333  0.981
C  -3.49336  0.63349  -1.90235  -0.122
C  -4.27859  -0.49659  -2.17733  -0.268
C  -5.45741  -0.34748  -2.90608  -0.858
C  -5.94701  0.92477  -3.23663  1.032
C  -7.22722  1.11978  -3.99291  -1.517
C  -5.21160  2.05103  -2.84453  -0.929
C  -4.01465  1.91227  -2.15543  -0.498
H  0.63434  0.17125  -3.56839  0.392
H  -0.02268  1.81955  -3.26634  0.295
H  0.51528  0.81857  -1.90622  0.328
H  -1.03110  -0.76416  -4.56022  0.365
H  -2.48763  -1.28231  -3.67996  0.376
H  -2.48421  0.30265  -4.50485  0.305
H  -1.57026  1.43743  -1.15270  -0.490
H  -3.93344  -1.48583  -1.85524  0.508
H  -6.00798  -1.23219  -3.25156  0.397
H  -7.28105  2.14368  -4.37923  0.364
H  -7.32968  0.42565  -4.83165  0.387
H  -8.09198  0.98107  -3.33513  0.298
H  -5.55986  3.04512  -3.12273  0.327
H  -3.41686  2.78387  -1.87946  0.283
C  4.48360  -5.04773  0.95068  -1.722
C  3.88631  -3.69266  0.68543  0.616
C  4.29719  -2.57603  1.41310  -0.899
C  3.66572  -1.32938  1.28426  1.790
C  4.12589  -0.25083  2.21757  -2.062
C  2.59399  -1.20311  0.37431  -0.203
N  1.81615  -0.00271  0.31474  1.685
C  2.35474  1.29263  0.23266  1.024
C  3.67618  1.62344  -0.29940  0.072
C  4.24246  2.87384  0.05676  -0.562
C  5.53232  3.19681  -0.36130  -0.747
C  6.24253  2.32723  -1.19594  -0.448
C  5.65108  1.13632  -1.63784  -0.921
C  4.37736  0.77983  -1.19578  0.254
N  1.46613  2.18605  0.60861  -1.501
N  0.30018  1.49258  0.87096  1.945
C  -0.87999  2.19275  1.27823  0.622
C  -1.31565  3.26267  0.46940  0.905
C  -0.47665  3.86472  -0.61081  -1.517
C  -2.63905  3.68770  0.63576  -0.697
C  -3.49120  3.09311  1.56837  0.662
C  -4.94717  3.45619  1.60951  -1.580
C  -2.96352  2.16530  2.47025  -0.978
C  -1.63545  1.74733  2.38373  0.224
C  -1.08040  0.89775  3.47544  -1.342
C  0.46120  0.17358  0.60482  -1.425
C  -0.66685  -0.74073  0.56165  0.337
O  -1.75099  -0.40253  -0.08708  -0.743
C  -0.67618  -2.03441  1.20934  1.031
C  -1.72112  -2.99500  0.77915  -2.467
C  0.30315  -2.41052  2.20267  0.876
C  1.04386  -1.45844  2.94340  0.784
C  1.89916  -1.81742  3.98369  -0.527
C  2.12316  -3.16871  4.24529  -0.789
C  1.47743  -4.14677  3.48190  -0.855
C  0.56320  -3.78553  2.49677  -0.921
C  2.28087  -2.27526  -0.47715  0.526
C  1.27373  -2.18308  -1.57263  -1.289
C  2.89800  -3.51598  -0.27803  -1.001
H  4.02711  -5.80141  0.29626  0.388
H  5.57048  -5.05490  0.78035  0.371
H  4.31493  -5.35959  1.99265  0.336
H  5.09722  -2.69433  2.15121  0.460
H  3.29470  0.30627  2.66078  0.266
H  4.68641  -0.71184  3.04331  0.591
H  4.80401  0.46215  1.73143  0.367
H  3.65566  3.55164  0.67847  0.425
H  5.98001  4.13754  -0.03283  0.406
H  7.25150  2.58326  -1.51911  0.401
H  6.17966  0.47611  -2.32490  0.430
H  3.91791  -0.15170  -1.53060  0.386
H  -0.86831  4.86575  -0.83379  0.543
H  0.56672  3.94144  -0.29771  0.394
H  -0.50914  3.30382  -1.55672  0.045
H  -3.01589  4.49903  0.00187  0.409
H  -5.43327  2.97773  2.46497  0.380
H  -5.08239  4.54275  1.69384  0.373
H  -5.46420  3.12983  0.69432  0.251
H  -3.58947  1.76011  3.26652  0.419
H  -1.66318  1.07250  4.39125  0.659
H  -1.16615  -0.17479  3.25896  0.190
H  -0.03461  1.14424  3.69794  0.226
H  -2.08396  -3.55599  1.65104  0.600
H  -2.56842  -2.49124  0.29948  0.179
H  -1.31001  -3.69788  0.03687  0.317
H  0.92249  -0.40655  2.68866  -0.282
H  2.39142  -1.03134  4.56068  0.490
H  2.81195  -3.45165  5.03830  0.414
H  1.67687  -5.20609  3.65751  0.481
H  0.05910  -4.56000  1.90688  0.379
H  1.57728  -2.84797  -2.39536  0.759
H  0.28088  -2.51649  -1.23680  -0.054
H  1.18457  -1.17541  -1.98214  -0.313
H  2.58213  -4.36936  -0.88769  0.384

Record 3
A cluster of 4 separate species, C27H60ClN3 in total in a non-equilibrium geometry. Source: the OMol25 dataset; level of theory: the ωB97M-V functional and the def2-TZVPD basis.

The value obtained for the highest occupied orbital energy is -0.4696 Eh. The HOMO-LUMO gap comes out at 9.0 eV. The energy above the lowest of the compared OMol25 structures with the same formula, charge and spin is 70.05 kcal/mol. The total charge is +2.

Each line ends with the Mulliken charge.
Positions of all 91 atoms, in Å:
C  0.45199  5.40071  2.32668  -1.339
C  -0.62550  4.40660  1.79393  -0.917
C  -0.47851  2.79808  1.77295  0.771
C  -0.32865  2.14470  3.14017  -1.001
N  -0.26276  0.59036  3.14345  0.360
C  -0.38947  -0.01095  4.56242  -0.782
C  -0.71849  -1.52049  4.43878  -0.827
C  -1.57743  -1.48596  3.11399  0.137
C  -1.49582  -0.04995  2.51186  -0.761
C  1.05895  0.20101  2.43604  -0.668
H  0.32837  6.48316  2.29327  0.401
H  1.44047  5.32886  1.87296  0.270
H  0.52448  5.26478  3.40575  0.395
H  -0.85312  4.68729  0.76559  0.435
H  -1.58402  4.55062  2.29252  0.474
H  0.37500  2.52943  1.15052  -0.533
H  -1.41021  2.45886  1.32022  0.416
H  -1.18675  2.27700  3.79914  0.309
H  0.52717  2.59305  3.64480  0.379
H  0.51439  0.25114  5.11238  0.557
H  -1.12600  0.57906  5.10787  0.515
H  0.22425  -2.05081  4.57333  0.340
H  -1.24611  -1.70829  5.37390  0.430
H  -1.18855  -2.11251  2.31130  -0.415
H  -2.52455  -1.93930  3.40646  0.559
H  -1.34044  0.07874  1.44069  0.179
H  -2.34273  0.58929  2.76130  0.488
H  0.91226  0.26517  1.35787  0.142
H  1.28228  -0.85151  2.61044  0.168
H  1.81707  0.85840  2.86174  0.391
C  3.99645  1.62097  0.64347  -1.250
C  3.41986  0.68152  -0.46698  0.140
C  3.02467  1.54927  -1.69542  -1.058
C  1.65717  2.20407  -1.50144  0.121
N  1.16658  2.82264  -2.85365  0.218
C  2.13895  3.87301  -3.44763  -0.808
C  1.96824  5.11670  -2.55974  -0.842
C  0.56079  5.08689  -1.95442  -0.208
C  -0.00287  3.83078  -2.51567  -0.445
C  0.77109  1.78824  -3.92688  -0.883
H  4.86268  2.14152  0.23506  0.403
H  4.28337  1.13843  1.57778  0.403
H  3.23979  2.34326  0.94982  0.195
H  2.53984  0.11962  -0.15405  -0.305
H  4.15196  -0.09124  -0.70142  0.426
H  3.01768  0.96171  -2.61348  0.427
H  3.83364  2.25918  -1.86771  0.339
H  1.69172  3.00600  -0.76400  0.238
H  0.94308  1.40879  -1.28763  -0.052
H  1.83565  3.98357  -4.48872  0.507
H  3.14098  3.47160  -3.59896  0.410
H  2.18271  6.00528  -3.15350  0.427
H  2.72366  5.03920  -1.77781  0.303
H  -0.02980  5.88424  -2.40558  0.619
H  0.69956  5.26677  -0.88835  -0.116
H  -0.39511  4.01509  -3.51580  0.490
H  -0.65814  3.36327  -1.78072  0.263
H  0.05903  1.03878  -3.58138  0.184
H  1.68022  1.29761  -4.27455  0.415
H  0.20614  2.23822  -4.74324  0.423
C  1.31850  -3.89065  1.85313  -1.501
C  0.92667  -3.03947  0.58307  -0.094
C  0.05224  -3.69709  -0.47269  -0.182
C  -1.38061  -3.70939  -0.07366  -0.565
N  -2.31067  -4.46373  -1.13450  0.417
C  -2.02740  -3.86273  -2.54518  -0.611
C  -3.19284  -4.32292  -3.37411  -0.793
C  -4.40788  -4.36866  -2.42648  -0.554
C  -3.83660  -4.37369  -1.02613  -0.663
C  -1.94832  -5.96561  -1.06866  -0.961
H  2.02527  -3.31979  2.45538  0.430
H  1.84747  -4.82753  1.67836  0.469
H  0.53156  -4.27149  2.50413  0.283
H  1.87719  -2.77783  0.11813  0.404
H  0.53360  -2.04134  0.77626  -0.195
H  0.49131  -4.67365  -0.67680  0.294
H  0.03243  -3.11645  -1.39495  0.341
H  -1.86754  -2.73428  -0.06080  -0.059
H  -1.44309  -4.17952  0.90777  0.392
H  -1.08581  -4.16808  -3.00155  0.407
H  -2.00586  -2.77952  -2.42568  0.298
H  -3.03526  -5.32740  -3.76693  0.343
H  -3.26919  -3.78936  -4.32152  0.466
H  -4.89568  -5.32508  -2.61462  0.281
H  -5.07537  -3.50779  -2.46443  0.356
H  -4.29012  -5.08834  -0.33933  0.473
H  -4.00674  -3.37696  -0.61908  0.305
H  -2.64131  -6.61475  -1.60389  0.385
H  -1.80508  -6.24548  -0.02498  0.341
H  -0.96548  -6.11309  -1.51629  0.372
Cl  -1.63257  -0.09986  -1.51364  -0.734